This record from OMol25 describes the ion C4H11N4 with charge +1 in a non-equilibrium geometry. The level of theory is wB97M-V/def2-TZVPD.

Properties
- energy above the lowest of the compared OMol25 structures with the same formula, charge and spin (kcal per mole) = 14.79
- Kohn-Sham gap (spin up / spin down) (eV) = 6.19 / 7.16
- total charge = +1
- max |F| (eV Å⁻¹) = 5.236
- spin multiplicity = 3

Each line ends with the natural charge from an NBO analysis.
Positions of all 19 atoms, in Å:
C 1.026 0.028 0.146  0.101
C -1.483 -0.258 -0.003  0.543
C 1.801 -1.282 0.040  -0.632
C -2.271 -0.442 -1.238  -0.660
N -0.238 0.108 -0.150  -0.461
N 1.791 1.159 0.519  -0.163
N -1.995 -0.678 1.113  -0.733
N 1.224 2.483 0.426  -0.496
H 2.849 -1.225 0.601  0.207
H 2.029 -1.487 -1.020  0.218
H 1.292 -2.086 0.371  0.223
H -1.714 -1.245 -1.651  0.256
H -2.264 0.382 -1.889  0.250
H -3.255 -0.778 -1.102  0.232
H 2.795 0.986 0.796  0.439
H -1.299 -0.615 1.921  0.416
H -2.972 -0.638 1.276  0.425
H 0.550 2.535 -0.433  0.427
H 2.136 3.051 0.278  0.408

---

This record from OMol25 describes the molecule C3H5NO2 in a non-equilibrium geometry. The level of theory is wB97M-V/def2-TZVPD.

Properties
- energy above the lowest of the compared OMol25 structures with the same formula, charge and spin (kcal per mole) = 220.84
- Kohn-Sham gap (spin up / spin down) (eV) = 8.63 / 8.63
- max |F| (eV Å⁻¹) = 4.991

Each line ends with the natural charge from an NBO analysis.
Positions of all 11 atoms, in Å:
C 2.037 0.580 -0.455  0.109
C -0.746 -0.490 -0.028  -0.250
C 0.742 1.212 0.042  -0.135
N 3.861 -0.401 0.535  -0.109
O 2.862 -0.049 0.107  -0.033
O 0.020 0.294 0.820  -0.516
H -1.366 0.128 -0.607  0.165
H -1.292 -1.214 0.600  0.204
H -0.073 -1.082 -0.757  0.164
H 0.077 1.373 -0.795  0.189
H 0.947 2.135 0.459  0.212

---

This record from OMol25 describes a structure of composition C42H55AsCaClIN4O3PS in a non-equilibrium geometry. The level of theory is wB97M-V/def2-TZVPD.

Properties
- Kohn-Sham gap (eV) = 6.03
- total charge = -1
- max |F| (eV Å⁻¹) = 3.250

Each line ends with the Löwdin charge.
Positions of all 110 atoms, in Å:
Ca -0.986 -0.939 -0.536  1.221
C -4.676 0.289 -0.416  -0.057
C -5.109 -0.954 -1.216  -0.396
C -5.532 -2.120 -0.305  -0.059
C -4.050 -1.261 -2.251  -0.276
C -4.533 -2.225 -3.321  -0.109
O -4.052 -3.512 -2.947  -0.013
C -2.980 -3.259 -2.136  -0.325
N -2.958 -2.069 -1.643  0.071
C -2.269 -4.466 -1.763  -0.123
C -3.094 -5.546 -1.408  0.001
C -2.565 -6.795 -1.000  -0.054
C -1.266 -7.065 -1.346  -0.070
C -0.382 -6.020 -1.594  -0.113
C -0.841 -4.707 -1.783  -0.267
P 0.419 -3.293 -1.778  1.066
C 1.549 -3.896 -0.471  -0.344
C 2.910 -4.086 -0.580  -0.121
C 3.692 -4.671 0.357  -0.090
C 3.113 -4.927 1.634  -0.077
C 1.737 -4.799 1.810  -0.102
C 0.941 -4.335 0.781  -0.094
C 1.354 -3.512 -3.292  -0.392
C 2.112 -2.518 -3.936  -0.095
C 3.124 -2.869 -4.787  -0.099
C 3.311 -4.169 -5.204  -0.083
C 2.300 -5.078 -4.866  -0.080
C 1.307 -4.777 -3.913  -0.085
H -5.433 0.531 0.335  0.084
H -4.446 1.207 -1.005  0.064
H -3.773 -0.059 0.099  0.056
H -6.030 -0.701 -1.750  0.131
H -6.530 -1.939 0.126  0.080
H -4.738 -2.389 0.521  0.118
H -5.650 -3.044 -0.867  0.059
H -3.679 -0.287 -2.640  0.145
H -4.114 -2.000 -4.384  0.160
H -5.605 -2.360 -3.412  0.124
H -4.186 -5.452 -1.305  0.125
H -3.192 -7.541 -0.576  0.098
H -0.876 -8.117 -1.334  0.125
H 0.707 -6.083 -1.585  0.114
H 3.413 -3.796 -1.501  0.111
H 4.708 -5.001 0.194  0.100
H 3.812 -5.213 2.463  0.112
H 1.248 -4.910 2.805  0.077
H -0.147 -4.389 0.790  0.078
H 2.040 -1.467 -3.562  0.039
H 3.674 -2.044 -5.214  0.110
H 4.112 -4.371 -5.912  0.104
H 2.390 -6.060 -5.301  0.091
H 0.524 -5.490 -3.594  0.084
C -0.277 7.778 5.031  -0.231
C 1.159 7.768 4.588  -0.482
As 1.337 6.382 3.128  1.201
C 1.421 4.790 4.318  -0.479
C 0.106 4.037 4.278  -0.228
C 3.253 6.536 2.610  -0.484
C 3.932 5.199 2.455  -0.208
H -0.370 8.160 6.053  0.063
H -0.707 6.723 5.135  0.064
H -0.900 8.299 4.363  0.040
H 1.804 7.426 5.440  0.065
H 1.525 8.724 4.058  0.076
H 1.698 4.898 5.377  0.072
H 2.262 4.159 3.925  0.017
H -0.711 4.554 4.865  0.057
H 0.152 2.945 4.636  0.090
H -0.253 3.994 3.235  0.048
H 3.734 7.124 3.413  0.057
H 3.424 7.038 1.650  0.055
H 3.240 4.515 1.960  0.064
H 4.184 4.842 3.467  0.071
H 4.805 5.278 1.806  0.071
C -1.270 3.175 -4.440  -0.067
C -1.510 3.123 -2.862  -0.633
C -3.063 3.293 -2.603  -0.050
C -0.557 4.126 -2.259  -0.082
N -1.181 1.767 -2.415  -0.113
N -1.197 1.543 -0.993  -0.072
H -1.363 4.268 -4.815  0.096
H -1.964 2.462 -4.931  0.069
H -0.165 2.923 -4.647  0.062
H -3.587 3.819 -3.463  0.085
H -3.225 3.963 -1.689  0.091
H -3.551 2.344 -2.443  0.021
H -0.831 5.130 -2.712  0.092
H 0.531 3.851 -2.387  0.054
H -0.832 4.242 -1.180  0.077
H -0.304 1.413 -2.797  0.026
H -2.016 1.995 -0.519  0.104
H -0.285 1.782 -0.586  0.051
Cl 5.579 -0.206 5.542  0.662
C 4.391 0.182 4.366  -0.710
C 3.526 1.261 4.348  -0.100
C 2.594 1.456 3.344  -0.020
C 2.416 0.456 2.380  -0.127
C 3.264 -0.635 2.375  0.010
C 4.342 -0.686 3.303  -0.116
C 1.248 0.562 1.421  -0.568
O 0.699 1.698 1.261  -0.052
O 1.048 -0.417 0.610  -0.214
H 3.529 1.814 5.315  0.114
H 2.049 2.373 3.105  0.085
H 3.116 -1.486 1.697  0.116
H 4.947 -1.545 3.228  0.079
I 2.759 1.626 -3.316  -0.563
S -1.233 -3.668 3.633  0.449
C -1.687 -2.702 2.373  -0.969
N -1.838 -1.915 1.481  -0.108

---

This record from OMol25 describes a cluster of 2 separate species, C3H8N2 in total in a non-equilibrium geometry. The level of theory is wB97M-V/def2-TZVPD.

Properties
- energy above the lowest of the compared OMol25 structures with the same formula, charge and spin (kcal per mole) = 118.09
- Kohn-Sham gap (eV) = 8.89
- max |F| (eV Å⁻¹) = 7.544

Each line ends with the natural charge from an NBO analysis.
Positions of all 13 atoms, in Å:
C -1.061 -0.458 1.827  -0.412
C 0.580 -0.483 0.079  0.244
C 0.397 0.966 -1.628  -0.458
H -2.320 -0.238 1.567  0.213
H -0.559 0.005 2.784  0.214
H -0.885 -1.654 1.851  0.178
H -1.497 0.232 -0.203  0.340
H 1.025 -1.402 0.514  0.161
H 0.520 1.959 -1.049  0.194
H -0.753 0.972 -1.718  0.163
H 0.881 1.172 -2.529  0.204
N -0.407 0.086 0.709  -0.593
N 0.992 -0.257 -1.122  -0.447

---

This record from OMol25 describes a structure of composition C21H22B2F4N7O6Re. The level of theory is wB97M-V/def2-TZVPD.

Properties
- energy above the lowest of the compared OMol25 structures with the same formula, charge and spin (kcal per mole) = 0.00
- Kohn-Sham gap (spin up / spin down) (eV) = 6.15 / 6.07
- total charge = +3
- max |F| (eV Å⁻¹) = 0.495
- spin multiplicity = 2

Each line ends with the natural charge from an NBO analysis.
Positions of all 63 atoms, in Å:
Re -0.069 0.424 0.463  1.628
C -2.685 -3.087 1.331  -0.689
C -2.031 -1.863 0.805  0.257
N -1.055 -1.244 1.379  -0.089
O -0.602 -1.764 2.530  -0.479
B 0.622 -1.083 2.982  1.267
F 1.383 -0.926 1.699  -0.524
F 1.301 -1.732 3.906  -0.453
O 0.310 0.313 3.397  -0.478
N -0.380 0.953 2.442  -0.099
C -1.143 1.945 2.774  0.255
C -1.384 2.391 4.168  -0.690
C -1.725 2.596 1.601  0.290
N -1.300 2.060 0.500  -0.117
O -1.710 2.646 -0.661  -0.509
B -1.830 1.882 -1.823  1.360
F 0.440 1.200 -1.221  -0.558
F -1.936 2.522 -2.942  -0.419
O -1.991 0.503 -1.849  -0.509
N -1.716 -0.179 -0.698  -0.128
C -2.443 -1.210 -0.441  0.327
C -3.577 -1.692 -1.263  -0.696
C -2.668 3.738 1.678  -0.696
H -2.312 -3.341 2.317  0.288
H -2.494 -3.925 0.655  0.271
H -3.766 -2.946 1.374  0.270
H -0.918 1.717 4.880  0.287
H -2.458 2.439 4.360  0.276
H -0.984 3.398 4.317  0.271
H -3.641 -1.171 -2.212  0.279
H -4.510 -1.550 -0.711  0.286
H -3.477 -2.766 -1.431  0.273
H -2.421 4.377 2.524  0.272
H -3.681 3.359 1.845  0.287
H -2.669 4.320 0.761  0.282
O 3.178 -1.376 -4.419  -0.578
C 2.102 -2.113 -4.232  0.464
C 1.768 -2.928 -5.322  -0.284
C 0.675 -3.747 -5.281  -0.030
C -0.169 -3.803 -4.138  -0.204
C 0.118 -3.027 -3.071  -0.147
C 1.263 -2.152 -3.054  -0.222
C 1.443 -1.442 -1.866  0.633
O 0.730 -1.376 -0.865  -0.644
N 2.761 -0.696 -1.787  -0.019
N 3.119 -0.464 -0.688  0.118
C 3.432 -0.193 0.490  0.124
C 3.089 1.127 1.074  0.150
C 4.141 1.839 1.607  -0.172
C 3.929 3.158 2.000  -0.081
C 2.673 3.696 1.812  -0.186
C 1.661 2.890 1.314  0.088
N 1.830 1.609 0.966  -0.458
H 3.371 -0.761 -3.702  0.505
H 2.409 -2.879 -6.192  0.275
H 0.449 -4.367 -6.139  0.260
H -1.018 -4.470 -4.129  0.253
H -0.488 -3.072 -2.178  0.221
H 4.067 -0.912 1.008  0.314
H 5.120 1.384 1.690  0.268
H 4.737 3.744 2.418  0.276
H 2.459 4.726 2.061  0.271
H 0.671 3.298 1.188  0.213

---

This record from OMol25 describes the molecule C26H24N2O4. The level of theory is wB97M-V/def2-TZVPD.

Properties
- energy above the lowest of the compared OMol25 structures with the same formula, charge and spin (kcal per mole) = 6.48
- Kohn-Sham gap (eV) = 8.63
- max |F| (eV Å⁻¹) = 0.777

Each line ends with the natural charge from an NBO analysis.
Positions of all 56 atoms, in Å:
C -7.237 -0.035 -0.216  -0.629
C -5.853 -0.606 -0.222  -0.022
C -4.789 0.084 -0.787  -0.170
C -3.513 -0.449 -0.786  -0.211
C -3.262 -1.699 -0.220  -0.104
C -1.937 -2.297 -0.186  -0.153
C -0.760 -1.663 -0.053  0.064
N -0.721 -0.281 0.239  -0.609
C 0.048 0.712 -0.267  0.667
O 0.920 0.542 -1.108  -0.638
C -0.230 2.065 0.288  -0.073
C 0.850 2.942 0.370  -0.176
C 0.675 4.219 0.868  -0.211
C -0.582 4.638 1.272  -0.196
C -1.663 3.778 1.173  -0.199
C -1.492 2.494 0.687  -0.228
C 0.478 -2.511 0.040  0.662
O 0.400 -3.659 0.446  -0.632
N 1.633 -1.947 -0.353  -0.629
C 2.888 -2.568 -0.022  -0.155
C 4.009 -2.146 -0.988  -0.433
C 4.252 -0.662 -0.930  0.049
C 5.041 -0.116 0.076  -0.235
C 5.221 1.252 0.166  -0.207
C 4.620 2.093 -0.755  -0.230
C 3.853 1.558 -1.775  -0.188
C 3.671 0.189 -1.861  -0.232
C 3.247 -2.219 1.419  0.791
O 2.672 -1.410 2.093  -0.586
O 4.280 -2.940 1.867  -0.692
C -4.342 -2.407 0.315  -0.165
C -5.609 -1.864 0.323  -0.212
H -7.886 -0.616 -0.872  0.223
H -7.662 -0.071 0.786  0.221
H -7.236 0.997 -0.560  0.215
H -4.959 1.051 -1.238  0.204
H -2.714 0.091 -1.272  0.216
H -1.893 -3.376 -0.238  0.243
H -1.479 0.011 0.842  0.413
H 1.820 2.597 0.043  0.238
H 1.518 4.889 0.939  0.217
H -0.722 5.637 1.658  0.216
H -2.646 4.109 1.475  0.215
H -2.357 1.850 0.594  0.212
H 1.639 -0.988 -0.700  0.443
H 2.752 -3.657 -0.061  0.256
H 3.715 -2.439 -1.997  0.226
H 4.913 -2.690 -0.711  0.231
H 5.524 -0.767 0.790  0.208
H 5.831 1.663 0.958  0.212
H 4.757 3.163 -0.681  0.211
H 3.385 2.206 -2.500  0.215
H 3.066 -0.218 -2.657  0.218
H 4.465 -2.722 2.795  0.500
H -4.169 -3.384 0.741  0.216
H -6.429 -2.422 0.752  0.212